Computed, not measured: a 2-piece molecular cluster, C4H11NS overall in a non-equilibrium geometry, with wB97M-V/def2-TZVPD.

Last columns: bonded neighbours and bond lengths (Å).
Geometry (Å):
1 C -2.49 2.39 -1.82  N2 1.258, H4 1.052, H5 1.092
2 N -3.41 2.39 -2.67  C1 1.258, C3 1.476
3 C -4.30 1.21 -2.64  N2 1.476, H6 1.032, H7 0.999, H8 1.143
4 H -1.82 3.21 -1.84  C1 1.052
5 H -2.60 2.06 -0.79  C1 1.092
6 H -3.82 0.33 -2.39  C3 1.032
7 H -4.80 1.31 -3.49  C3 0.999
8 H -5.15 1.39 -1.89  C3 1.143
9 C 2.17 -0.33 2.59  S10 1.788, H12 1.073, H13 1.096, H14 1.041
10 S 1.95 -1.84 1.67  C9 1.788, C11 1.809
11 C 3.43 -1.72 0.65  S10 1.809, H15 1.096, H16 1.129, H17 1.117
12 H 1.27 0.20 2.85  C9 1.073
13 H 2.76 0.46 2.10  C9 1.096
14 H 2.61 -0.65 3.48  C9 1.041
15 H 3.94 -2.58 0.17  C11 1.096
16 H 3.19 -1.04 -0.22  C11 1.129
17 H 4.24 -1.22 1.23  C11 1.117

For the gap between HOMO and LUMO, the calculation gives 9.3 eV. The total charge is 0. The HOMO energy is -0.312 Ha. Its relative energy (zero: lowest compared OMol25 entry of this formula, charge and spin) is 252.7 kJ/mol. Its LUMO energy is 0.029 Ha. Its SMILES is C=NC.CSC.

Atomic partial charges in e from the Mulliken method, atoms 1 to 6: -0.303, -0.387, -0.780, 0.272, 0.241, 0.342